Molecular formula: C28H45Br2Cl2F3N6O5P
Method: DFT, wB97M-V/def2-TZVPD

Structure (XYZ):
```
92
Properties=species:S:1:pos:R:3:forces:R:3:mulliken_charge:R:1
C 2.385 -4.719 2.058 -0.3 -0.1 -0.4 -1.018
C 2.873 -5.547 0.797 -0.1 -0.4 0.5 0.290
C 4.445 -5.451 0.724 0.0 1.3 -0.6 -1.329
C 2.127 -5.091 -0.513 1.0 0.2 -0.7 -0.531
C 2.368 -3.571 -0.912 0.4 -0.1 0.2 0.610
C 2.459 -3.329 -2.473 0.6 -0.2 0.2 -1.359
C 1.338 -2.573 -0.181 2.0 -1.9 -0.3 -0.330
O 1.078 -1.501 -1.109 -2.0 -0.4 0.4 -0.009
C -0.108 -0.800 -0.881 1.7 2.4 0.4 -0.175
P 0.064 -0.124 0.928 2.1 1.0 0.9 0.115
N 1.545 0.336 1.187 -1.0 -0.2 -0.1 -0.714
C -0.169 0.451 -1.847 1.5 -0.1 0.5 -0.745
C 1.176 1.313 -1.891 -0.2 0.4 -0.7 -1.239
C 1.135 2.619 -1.009 1.1 0.1 -0.4 -0.504
C 2.599 3.135 -0.638 -1.4 0.2 0.7 0.004
F 3.444 2.119 -0.212 -0.9 1.0 -1.1 -0.272
Br 2.320 4.292 0.978 0.3 -0.6 -0.4 -0.044
C 3.230 4.080 -1.760 1.5 -0.2 1.0 0.704
F 2.855 3.739 -3.036 -0.1 0.8 1.6 -0.202
F 2.946 5.388 -1.443 -0.1 -1.6 -1.7 -0.188
Br 5.207 3.900 -1.636 -0.8 0.2 -0.3 -0.120
O -1.178 1.303 -1.312 -0.8 -1.7 -0.4 -0.208
C -2.543 0.759 -1.456 1.9 2.3 0.9 0.892
C -3.298 1.859 -0.578 -0.1 1.1 -0.9 -0.948
C -4.857 1.929 -0.715 -0.5 -1.2 0.7 -0.610
C -5.619 2.217 0.667 -0.7 -0.6 -1.3 -0.633
N -6.050 3.616 0.816 0.9 -0.6 0.7 -0.621
N -2.756 0.911 -2.902 -1.3 -0.7 0.4 -0.586
C -3.847 0.569 -3.363 0.9 0.0 1.1 0.620
O -4.867 0.197 -3.735 -0.6 -0.1 -0.8 -0.397
C -2.649 -0.719 -0.878 -2.6 -0.3 -0.3 -0.362
C -3.308 -0.808 0.561 -0.8 0.7 -0.3 -1.097
O -3.627 -2.196 0.902 1.6 1.6 -1.0 -0.113
N -4.360 -2.089 2.100 0.0 -1.9 1.1 0.046
O -4.320 -3.124 2.641 -0.6 1.0 -0.1 -0.305
N -1.398 -1.573 -0.981 0.1 -1.0 0.6 0.301
C -1.452 -2.637 -2.035 -0.7 -2.5 -1.3 1.398
Cl -1.857 -2.077 -3.696 0.8 0.3 1.0 -0.061
C -2.478 -3.832 -1.656 0.7 -1.3 -1.1 0.403
C -1.807 -5.215 -2.108 0.1 0.3 1.3 -0.955
Cl -4.041 -3.747 -2.604 0.5 0.3 1.3 -0.137
H 2.349 -5.369 2.968 0.2 0.7 -0.7 0.398
H 3.076 -3.841 2.213 -0.8 -0.9 0.1 0.264
H 1.340 -4.315 1.896 1.0 -0.5 0.3 0.141
H 2.628 -6.644 0.939 0.0 1.2 -0.1 0.392
H 4.869 -5.729 -0.286 -0.5 -0.1 1.1 0.308
H 4.981 -5.983 1.550 -0.7 0.2 -0.8 0.359
H 4.707 -4.355 0.847 -0.1 -1.2 -0.1 0.303
H 1.029 -5.325 -0.483 0.9 0.1 0.2 -0.188
H 2.571 -5.701 -1.359 -0.6 0.6 0.8 0.436
H 3.395 -3.317 -0.511 -1.1 -0.2 -0.5 0.318
H 1.472 -3.334 -3.004 0.8 0.2 0.5 0.165
H 3.086 -4.127 -2.972 -0.7 0.7 0.8 0.462
H 3.024 -2.370 -2.630 -0.9 -0.8 -0.1 0.297
H 1.886 -2.239 0.749 -1.1 0.2 -0.9 0.353
H 0.441 -3.202 0.083 0.4 0.8 -0.2 -0.038
H -0.216 -1.250 1.779 -0.7 0.2 -0.7 0.156
H -0.869 0.911 1.211 -0.3 -0.8 -0.2 0.167
H 1.616 1.314 1.478 0.2 -0.4 -0.1 0.271
H -0.316 0.079 -2.893 -0.5 0.4 0.9 0.371
H 2.098 0.715 -1.693 -1.0 0.3 0.1 0.480
H 1.259 1.663 -2.964 -0.1 -0.4 1.1 0.484
H 0.601 2.524 -0.036 0.3 0.0 -1.0 0.317
H 0.677 3.450 -1.611 0.2 -0.8 0.8 0.542
H -2.943 1.845 0.495 -0.4 -0.4 -1.1 0.275
H -2.896 2.838 -0.978 -0.2 -1.2 0.4 0.544
H -5.231 0.918 -1.065 0.3 1.0 0.2 0.269
H -5.233 2.669 -1.473 0.7 -0.7 0.7 0.431
H -5.010 1.835 1.532 -0.6 0.7 -0.7 0.316
H -6.553 1.580 0.632 0.9 0.6 0.2 0.312
H -5.275 4.168 1.183 -0.4 0.1 -0.4 0.250
H -6.405 4.010 -0.054 0.2 -0.2 0.3 0.272
H -3.413 -1.270 -1.511 0.9 0.6 0.5 0.283
H -4.325 -0.315 0.576 1.3 -0.1 -0.5 0.623
H -2.716 -0.290 1.358 -0.3 -0.8 -0.6 0.161
H -1.400 -2.128 -0.097 -0.2 0.1 -0.5 0.826
H -0.479 -3.194 -2.156 -0.7 1.3 0.6 -1.033
H -2.635 -3.932 -0.553 -0.4 0.6 -1.0 0.275
H -1.169 -5.533 -1.232 -0.4 0.3 -1.0 0.200
H -1.160 -5.103 -3.014 -0.8 -0.2 0.6 0.286
H -2.584 -6.022 -2.214 0.8 1.0 -0.2 0.424
N 2.424 6.304 3.211 0.2 0.3 0.3 -0.308
C 3.418 7.106 2.811 -0.2 -0.2 -0.1 0.044
C 4.083 7.987 3.648 -0.1 0.0 0.1 -0.702
C 3.696 8.045 4.977 0.1 0.1 0.1 -0.114
C 2.668 7.226 5.417 0.0 0.0 0.0 -0.548
C 2.070 6.377 4.500 -0.1 -0.2 -0.3 -0.194
H 3.682 7.026 1.761 0.1 0.0 0.0 0.341
H 4.881 8.610 3.269 0.0 0.0 0.0 0.351
H 4.191 8.722 5.664 0.0 0.0 0.0 0.372
H 2.339 7.245 6.447 0.0 0.0 0.0 0.355
H 1.264 5.715 4.797 0.0 0.0 0.1 0.358
```
Forces are in eV/Å.

Values from the calculation:
Gap between HOMO and LUMO in eV: 7.8719
Total charge: +1

Molecular formula: C41H56BrN6O6P2
Method: DFT, wB97M-V/def2-TZVPD

Structure (XYZ):
```
112
Properties=species:S:1:pos:R:3:forces:R:3:mulliken_charge:R:1
C -5.278 -0.221 -2.506 0.6 1.1 0.2 -1.100
C -4.502 -0.060 -1.171 -1.5 -0.6 0.1 -0.579
O -3.294 -0.819 -1.124 0.9 1.4 -1.9 -0.035
P -2.018 -0.033 -1.808 0.3 0.0 2.0 0.302
O -1.348 0.824 -0.793 -0.4 -0.2 -1.1 -0.431
C -0.994 -1.335 -2.587 -0.2 0.5 0.0 -1.351
C 0.445 -1.365 -2.079 0.2 0.2 0.3 -0.224
C 0.591 -1.912 -0.648 0.1 -2.0 -0.5 -0.555
O -0.526 -1.852 0.193 0.7 0.6 -0.4 0.108
P 0.032 -2.172 1.836 -1.2 1.5 3.0 0.457
O 1.759 -2.016 1.382 0.2 0.5 -1.4 -0.613
C 1.911 -1.567 0.114 -0.6 -0.1 0.4 0.312
Br 3.317 -2.770 -0.758 0.5 -0.3 -0.5 -0.301
C 2.515 -0.173 -0.054 -0.3 0.5 0.7 -1.367
C 1.595 0.977 0.425 0.2 0.5 -0.4 0.903
C 1.313 1.958 -0.717 -0.6 -0.5 0.3 0.050
O 0.458 3.011 -0.267 0.5 0.4 -0.2 -0.676
O -2.610 0.922 -3.010 0.0 -1.1 0.9 -0.283
C -1.610 1.749 -3.602 -0.1 1.0 -1.2 0.882
C -2.199 3.105 -3.990 -0.3 -0.2 0.1 -1.739
H -6.321 -0.473 -2.331 0.0 -0.3 -0.1 0.343
H -5.248 0.748 -3.013 -0.1 -0.2 -0.1 0.296
H -4.777 -0.918 -3.177 -0.2 -0.2 0.2 0.254
H -5.145 -0.468 -0.387 0.3 0.0 0.2 0.458
H -4.350 0.991 -0.922 0.3 0.0 -0.1 0.385
H -1.448 -2.318 -2.444 -0.2 0.1 0.1 0.523
H -0.988 -1.112 -3.659 -0.1 -0.1 0.0 0.524
H 0.994 -2.066 -2.714 0.0 0.1 0.0 0.703
H 0.958 -0.409 -2.212 -0.3 0.1 0.0 -0.203
H 0.714 -2.996 -0.824 0.2 0.1 0.0 0.904
H -1.317 -2.133 2.405 -0.2 -0.3 -0.6 0.018
H 0.072 -0.735 2.020 -0.1 -0.2 -0.1 -0.785
H 0.480 -2.297 3.204 0.2 -0.3 -0.3 -0.462
H -0.017 -3.596 1.656 0.2 0.1 -0.5 0.139
H 2.796 0.029 -1.091 0.0 -0.3 0.0 0.548
H 3.436 -0.145 0.530 0.0 -0.2 -0.1 0.508
H 2.075 1.565 1.213 0.0 -0.2 0.1 0.498
H 0.631 0.649 0.810 0.1 -0.2 -0.1 -0.717
H 2.233 2.378 -1.135 0.0 0.1 0.1 0.506
H 0.769 1.413 -1.492 0.4 0.1 -0.1 -0.624
H -0.406 2.832 -0.645 -0.2 -0.3 0.2 0.359
H -1.279 1.262 -4.524 0.2 -0.1 0.2 -0.109
H -0.754 1.932 -2.953 0.0 -0.3 0.1 -0.064
H -1.504 3.645 -4.635 0.1 0.0 0.1 0.433
H -3.127 2.978 -4.554 0.0 -0.1 0.0 0.347
H -2.425 3.727 -3.123 0.1 -0.1 0.0 0.379
N 0.685 -0.123 -5.653 0.1 -0.1 -0.2 0.216
C 1.882 -0.673 -5.428 -0.2 0.1 0.2 -0.204
C 2.746 -1.071 -6.436 0.0 0.0 -0.1 -0.817
C 2.347 -0.894 -7.751 0.0 0.0 0.0 -0.200
C 1.109 -0.327 -8.005 0.0 -0.1 0.1 -0.628
C 0.321 0.041 -6.924 -0.1 -0.1 0.2 -0.327
H 2.149 -0.795 -4.384 0.1 0.0 0.0 0.300
H 3.704 -1.509 -6.194 0.0 0.0 0.0 0.439
H 2.992 -1.195 -8.567 0.0 0.0 0.0 0.401
H 0.760 -0.176 -9.019 0.0 0.0 0.0 0.430
H -0.657 0.489 -7.073 0.0 0.0 -0.1 0.392
N -0.838 1.439 5.077 0.1 0.3 -0.1 -0.567
C -0.304 2.485 5.712 -0.1 -0.2 0.0 -0.317
C 0.233 3.587 5.066 0.0 0.0 -0.1 -0.208
C 0.218 3.608 3.678 0.0 0.0 0.0 -0.541
C -0.329 2.532 3.001 0.0 0.1 -0.1 -0.001
C -0.840 1.480 3.742 -0.2 -0.3 0.2 -0.408
H -0.310 2.427 6.795 0.1 0.1 0.0 0.415
H 0.651 4.407 5.636 0.0 0.0 0.0 0.313
H 0.628 4.451 3.133 0.0 0.0 0.0 0.421
H -0.359 2.507 1.921 0.0 0.0 0.0 0.422
H -1.275 0.622 3.243 0.1 0.0 0.0 0.520
N -3.119 -5.147 1.097 -0.2 0.0 -0.2 -0.392
C -3.059 -4.042 0.346 0.2 0.0 0.3 -0.221
C -3.852 -3.841 -0.779 -0.1 -0.4 0.0 -0.163
C -4.746 -4.835 -1.142 0.0 0.0 0.0 -0.649
C -4.819 -5.987 -0.374 0.0 0.0 0.0 -0.352
C -3.987 -6.089 0.730 0.2 0.1 0.1 -0.380
H -2.341 -3.293 0.665 -0.1 0.0 -0.1 0.668
H -3.768 -2.932 -1.349 0.1 0.1 0.0 0.426
H -5.380 -4.715 -2.013 0.0 0.0 0.0 0.402
H -5.504 -6.787 -0.624 0.0 0.0 0.0 0.363
H -4.012 -6.971 1.362 0.0 0.0 0.0 0.340
N 3.273 3.794 -6.336 -0.1 0.0 -0.2 -0.505
C 3.288 4.936 -7.024 0.1 -0.1 0.2 -0.373
C 2.483 5.184 -8.124 0.0 0.0 0.0 -0.235
C 1.613 4.188 -8.537 0.0 0.0 0.0 -0.688
C 1.581 2.992 -7.838 0.1 0.4 -0.1 0.146
C 2.426 2.849 -6.748 0.1 0.0 0.2 -0.180
H 3.987 5.685 -6.666 0.0 0.0 0.0 0.359
H 2.537 6.132 -8.642 0.0 0.0 0.0 0.370
H 0.967 4.342 -9.393 0.0 0.0 0.0 0.378
H 0.920 2.196 -8.126 -0.1 0.0 0.0 0.221
H 2.433 1.934 -6.167 -0.1 0.0 0.0 0.499
N 0.673 -3.157 5.817 0.0 -0.3 0.2 -0.408
C 1.459 -3.728 6.728 -0.1 0.2 -0.1 -0.252
C 1.379 -5.064 7.093 0.0 0.0 0.0 -0.381
C 0.419 -5.852 6.479 0.0 -0.1 0.0 -0.171
C -0.411 -5.276 5.532 0.0 0.0 0.1 -0.665
C -0.244 -3.930 5.233 0.0 0.2 0.0 -0.010
H 2.193 -3.072 7.184 0.0 0.0 0.0 0.347
H 2.049 -5.473 7.837 0.0 0.0 0.0 0.340
H 0.321 -6.900 6.735 0.0 0.0 0.0 0.349
H -1.173 -5.856 5.029 0.0 0.0 0.0 0.383
H -0.867 -3.445 4.489 0.0 0.0 0.0 0.454
N 1.430 3.600 8.632 0.2 0.0 0.1 -0.422
C 1.803 2.557 9.374 -0.2 0.0 -0.1 -0.069
C 3.081 2.394 9.885 0.0 0.0 0.0 -0.488
C 4.029 3.366 9.610 0.0 0.0 0.0 -0.135
C 3.661 4.456 8.839 0.0 0.0 0.0 -0.480
C 2.356 4.525 8.378 -0.2 0.0 0.0 -0.156
H 1.032 1.819 9.559 0.0 0.0 0.0 0.352
H 3.326 1.526 10.482 0.0 0.0 0.0 0.345
H 5.039 3.274 9.989 0.0 0.0 0.0 0.355
H 4.371 5.236 8.598 0.0 0.0 0.0 0.342
H 2.024 5.360 7.771 0.1 0.0 0.0 0.365
```
Forces are in eV/Å.

Values from the calculation:
Gap between HOMO and LUMO in eV: 6.3246
Total charge: -1

Molecular formula: C49H43GeNPPd
Method: DFT, wB97M-V/def2-TZVPD

Structure (XYZ):
```
96
Properties=species:S:1:pos:R:3:forces:R:3:mulliken_charge:R:1
Pd 1.201 2.332 -2.077 -2.3 -0.2 2.4 -0.737
C 2.360 -3.439 -1.172 -0.1 -0.2 -0.2 -1.501
C 2.276 -4.072 0.189 1.0 -0.1 -0.7 0.843
C 3.220 -5.016 0.579 0.2 0.3 -1.3 -0.462
C 3.117 -5.644 1.811 0.4 -0.1 0.4 -0.971
C 1.983 -5.364 2.544 -1.5 0.3 1.6 -0.538
C 1.067 -4.294 2.219 1.4 -2.4 1.6 -0.654
C 1.326 -3.603 1.091 -0.6 1.1 -0.2 0.565
P 0.575 -1.952 0.902 -1.6 0.7 -0.8 1.552
C -0.425 -1.407 2.368 1.0 -1.0 -1.5 -0.807
C 0.233 -0.598 3.292 0.9 2.2 2.3 -0.386
C -0.289 0.146 4.383 2.9 -1.7 -1.7 -0.738
C -1.615 0.457 4.701 -2.9 0.2 -0.5 -1.425
C -2.701 0.241 3.826 -0.1 1.0 1.4 -0.565
C -2.830 -0.616 2.745 1.3 -1.2 0.0 0.556
C -3.902 -0.367 1.780 -1.4 -0.6 -0.2 -1.668
C 2.030 -0.865 0.852 0.4 -1.0 -0.2 0.125
C 3.132 -1.265 1.597 0.6 1.4 0.9 0.118
C 4.198 -0.360 1.716 0.6 -2.5 0.0 -0.831
C 4.212 0.841 1.062 -0.3 0.8 0.0 -0.901
C 3.202 1.187 0.205 -1.7 -1.8 0.2 -0.471
C 2.164 0.217 -0.042 0.2 0.6 -0.2 0.795
C 1.338 0.356 -1.271 -0.2 0.1 -0.4 -1.713
H 2.841 -4.076 -1.949 0.0 0.5 0.8 0.506
H 2.809 -2.450 -1.057 0.2 -0.1 -0.5 0.245
H 1.342 -3.281 -1.506 -0.3 0.2 -0.3 0.221
H 4.020 -5.194 -0.174 -0.5 -0.2 0.9 0.373
H 3.933 -6.264 2.240 -0.9 0.2 -0.6 0.334
H 1.797 -5.917 3.493 0.2 0.5 -0.7 0.362
H 0.268 -4.006 2.910 0.4 -0.2 -0.2 0.286
H 1.346 -0.509 3.177 -1.2 -0.1 0.3 0.199
H 0.432 0.573 5.083 0.1 -0.1 -0.4 0.408
H -1.737 1.009 5.640 -0.4 0.0 -0.6 0.371
H -3.630 0.845 3.973 0.8 -0.4 0.3 0.244
H -4.627 0.296 2.270 -0.1 -0.1 -0.3 0.610
H -4.430 -1.282 1.392 0.5 0.8 0.5 0.121
H -3.529 0.153 0.902 0.1 0.2 -0.3 0.230
H 3.145 -2.198 2.182 -0.1 0.5 -0.4 0.394
H 5.083 -0.762 2.197 0.1 0.5 0.4 0.380
H 4.960 1.574 1.245 0.8 0.3 0.2 0.457
H 3.049 2.184 -0.156 0.4 0.3 -0.7 0.528
H 0.358 -0.120 -1.237 0.2 -0.4 0.2 0.261
H 1.805 0.000 -2.209 0.2 -0.2 0.7 0.236
C 4.425 1.908 -5.014 0.3 -0.6 -0.6 -0.791
C 4.167 3.031 -5.808 0.8 0.2 -0.4 -0.234
C 3.155 3.924 -5.468 -0.1 -1.3 0.4 -0.808
C 2.377 3.621 -4.344 1.0 -0.9 1.1 1.082
N 2.568 2.464 -3.606 1.2 0.1 -2.0 -0.050
C 3.577 1.612 -3.971 -1.2 1.1 0.7 -0.203
C 1.509 4.606 -3.696 0.0 1.6 -0.4 0.811
C 1.612 5.969 -4.033 -0.2 -0.2 -0.8 -0.747
C 0.944 6.923 -3.273 1.5 0.4 -0.1 -0.666
C 0.382 6.544 -2.060 -1.3 0.8 0.4 -0.712
C 0.142 5.193 -1.791 0.1 0.7 -0.2 0.169
C 0.739 4.233 -2.600 0.3 -0.9 0.4 -0.274
H 5.250 1.209 -5.268 -0.7 0.7 0.2 0.335
H 4.857 3.187 -6.664 -0.8 0.1 0.6 0.348
H 2.876 4.807 -6.012 0.4 0.0 -0.3 0.408
H 3.698 0.725 -3.346 -0.1 0.3 -0.2 0.409
H 2.236 6.298 -4.890 -0.6 -0.1 0.6 0.129
H 1.074 7.978 -3.574 -0.2 -0.6 0.5 0.329
H 0.082 7.357 -1.354 -0.1 -0.9 -0.6 0.332
H -0.511 4.884 -0.963 0.6 0.5 -0.3 0.155
C -0.490 3.411 1.324 0.2 -1.3 0.2 -1.513
Ge -0.405 2.301 -0.288 0.3 1.0 -2.1 1.187
C -2.262 1.966 -0.809 -1.8 0.7 -0.1 0.703
C -2.635 1.134 -1.871 0.4 -0.4 -0.2 -0.279
C -3.899 1.129 -2.482 0.3 1.0 1.4 -0.703
C -4.852 2.041 -2.038 -0.8 0.3 0.1 -0.456
C -4.580 2.795 -0.883 -0.2 0.5 -0.4 -0.501
C -3.325 2.819 -0.321 1.3 -1.9 0.5 -0.618
C -1.867 -1.862 2.585 -0.2 -0.2 -1.0 3.806
C -1.898 -2.611 3.900 -0.8 -1.4 1.3 -0.575
C -2.506 -3.867 4.088 1.0 1.0 -0.4 -0.965
C -2.916 -4.661 3.025 -0.2 0.4 0.9 -1.047
C -2.772 -4.152 1.727 -0.5 1.4 -1.9 1.005
C -3.300 -4.895 0.651 0.7 -0.1 -0.4 -0.903
C -3.215 -4.456 -0.640 -0.3 -0.5 -2.1 -0.643
C -2.796 -3.150 -0.972 -0.3 -0.3 1.0 -1.099
C -2.410 -2.324 0.073 0.4 -0.3 1.7 0.571
C -2.302 -2.818 1.425 -0.8 -0.1 -0.2 -0.680
H -0.742 4.437 1.106 0.5 0.4 -0.2 0.458
H 0.462 3.223 1.828 -0.1 0.7 0.1 0.447
H -1.280 3.041 1.947 -0.4 -0.3 0.6 0.450
H -1.915 0.410 -2.250 0.1 0.1 0.0 0.275
H -4.117 0.367 -3.185 -0.2 -0.3 -0.9 0.448
H -5.853 2.203 -2.519 1.1 -0.6 0.4 0.312
H -5.356 3.400 -0.401 0.2 -0.2 -0.4 0.395
H -3.192 3.262 0.658 0.1 0.5 -0.2 0.275
H -1.495 -2.110 4.793 -0.3 -0.1 -0.7 0.301
H -2.609 -4.327 5.060 0.2 0.4 0.4 0.397
H -3.465 -5.580 3.220 0.3 0.1 -0.3 0.391
H -3.712 -5.879 0.794 0.0 -0.3 0.4 0.410
H -3.493 -5.177 -1.481 0.2 1.2 1.2 0.252
H -2.867 -2.775 -1.981 0.1 0.0 -0.1 0.514
H -2.199 -1.257 -0.064 0.1 -0.6 -0.2 0.413
```
Forces are in eV/Å.

Values from the calculation:
Gap between HOMO and LUMO (alpha / beta) in eV: 4.7184 / 5.0170
Spin multiplicity: 4